(1)
# C4H6O2

C4H6O2 in the gas phase (wB97M-V/def2-TZVPD, the OMol25 dataset).

Geometry as XYZ:
```
12
C4H6O2 | the OMol25 dataset | wB97M-V/def2-TZVPD
C 1.09065 -0.97317 -0.00440
O 0.56523 -0.74656 -1.34017
C 0.19566 0.53638 -1.07399
C -1.42404 0.43562 0.23462
O -0.39949 0.66188 1.18345
C 0.72340 0.48153 0.36632
H 2.15378 -1.22630 -0.04374
H 0.52517 -1.74742 0.52347
H -0.94047 0.87180 -1.10369
H -2.22884 1.16809 0.34764
H -1.80932 -0.58967 0.23096
H 1.54827 1.12783 0.67952
```

- HOMO level (eV) = -7.93
- E_tot (Eh) = -306.28310
- Kohn-Sham gap (eV) = 8.76
- E_LUMO (eV) = 0.83

(2)
# C3H14BrN2O5Pt

C3H14BrN2O5Pt as an isolated structure in a non-equilibrium geometry (wB97M-V/def2-TZVPD, the OMol25 dataset).

Geometry as XYZ:
```
26
C3H14BrN2O5Pt | the OMol25 dataset | wB97M-V/def2-TZVPD
Pt -0.23315 0.83777 -1.13319
Br -1.24764 2.99837 -2.20407
C 1.64078 -1.18350 0.72940
O 1.04263 -0.51410 -0.08082
N 1.97140 -2.45892 0.63326
N 1.77044 -0.76958 1.92643
H 1.83484 -2.88979 -0.26995
H 2.36888 -2.98649 1.39732
H 1.22100 -0.04216 2.36124
H 2.57700 -1.09957 2.43701
C -2.05293 0.80334 1.29472
C -2.41403 -0.46156 0.58309
O -1.97307 -0.36418 -0.76719
O -0.77883 1.40077 0.92853
H -2.09239 0.54962 2.35404
H -2.74770 1.64273 1.26562
H -3.50369 -0.47466 0.55904
H -1.92821 -1.35057 0.98527
H -2.42652 -0.91813 -1.40681
H -0.74274 2.31643 1.21465
O 1.75087 1.81551 -1.17012
H 2.34846 1.54705 -0.47224
H 2.19650 2.54548 -1.60004
O 0.38307 -0.12509 -2.85884
H -0.18477 -0.29354 -3.61078
H 1.21978 -0.52522 -3.09556
```

- HOMO level (spin up / spin down) (eV) = -10.53 / -11.06
- E_tot (Eh) = -3301.45445
- total charge = +1
- 2S+1 = 3
- Kohn-Sham gap (spin up / spin down) (eV) = 7.61 / 7.99
- E_LUMO (spin up / spin down) (eV) = -2.92 / -3.08
- ⟨S²⟩ = 2.004

(3)
# C24H36CrN3O7Si

C24H36CrN3O7Si as an isolated structure (wB97M-V/def2-TZVPD, the OMol25 dataset).

Geometry as XYZ:
```
72
C24H36CrN3O7Si | the OMol25 dataset | wB97M-V/def2-TZVPD
Cr 0.74604 -0.31172 0.47023
C 3.32584 0.80100 -0.56877
C 2.14828 1.62941 -1.13467
N 0.94387 0.80797 -1.29736
C 0.91778 -0.04281 -2.49566
C 0.22324 -1.36716 -2.18352
N 0.64659 -1.89539 -0.87094
C 1.91763 -2.62908 -0.78559
C 3.10426 -1.67071 -0.78492
N 2.84942 -0.46353 0.04436
H 3.84794 1.38834 0.18582
H 4.05374 0.57046 -1.34857
H 2.44003 2.11142 -2.07229
H 1.87873 2.41806 -0.43436
H 0.10670 1.44483 -1.21268
H 1.94124 -0.21076 -2.83430
H 0.39628 0.45639 -3.31600
H 0.39776 -2.09403 -2.98250
H -0.85114 -1.19764 -2.10692
H -0.09945 -2.47019 -0.48685
H 2.02515 -3.34920 -1.60305
H 1.88911 -3.17112 0.15805
H 3.31886 -1.33706 -1.79831
H 3.99414 -2.19701 -0.43499
H 3.24960 -0.59483 0.96643
O -5.58176 1.26099 0.12468
C -4.38428 1.19401 0.05844
C -3.43233 2.32251 -0.33265
O -3.74701 3.44767 -0.63254
C -2.04534 1.77430 -0.22699
C -2.14120 0.44938 0.23641
O -1.14055 -0.35232 0.54566
C -3.50986 -0.00598 0.37828
O -3.88806 -1.11791 0.70077
O -0.99261 2.43471 -0.46304
C -1.02447 -3.57012 1.72590
Si -0.02139 -2.41243 2.81113
C -1.21613 -1.35679 3.79234
C 1.03273 -3.42440 3.98506
O 0.97903 -1.48908 1.91059
H -1.64224 -4.23456 2.33539
H -0.39352 -4.21592 1.10325
H -1.70732 -2.99432 1.09355
H -1.88717 -1.97491 4.39362
H -1.83824 -0.77583 3.10645
H -0.69177 -0.67454 4.46758
H 0.41355 -4.03312 4.64837
H 1.65329 -2.77531 4.60735
H 1.69768 -4.09960 3.44015
C 0.22700 6.11132 6.01979
C 0.18435 5.02092 4.98936
C -1.02366 4.48561 4.56545
C -1.07803 3.46770 3.62531
C -2.42662 2.94429 3.20194
C 0.13442 2.97178 3.09800
C 0.03571 1.86489 2.18127
O 0.99446 1.31619 1.61597
C 1.37430 3.52106 3.49999
C 2.69309 3.05184 2.95143
C 1.36920 4.53127 4.44199
H -0.77246 6.46073 6.27138
H 0.81021 6.96033 5.66100
H 0.70324 5.75231 6.93406
H -1.94898 4.87520 4.97235
H -3.21361 3.53864 3.66098
H -2.57221 1.90578 3.50750
H -2.56186 2.99457 2.12117
H -0.95991 1.46433 1.99062
H 2.71210 3.11159 1.86401
H 2.88074 2.01031 3.21860
H 3.49831 3.66557 3.35236
H 2.31371 4.95930 4.75890
```

- HOMO level (spin up / spin down) (eV) = -7.03 / -7.16
- E_tot (Eh) = -2961.20439
- 2S+1 = 4
- Kohn-Sham gap (spin up / spin down) (eV) = 6.46 / 6.48
- E_LUMO (spin up / spin down) (eV) = -0.58 / -0.68
- ⟨S²⟩ = 3.771

(4)
# C5H7N2

A 2-piece molecular cluster, C5H7N2 overall in a non-equilibrium geometry (wB97M-V/def2-TZVPD, the OMol25 dataset).

Geometry as XYZ:
```
14
C5H7N2 | the OMol25 dataset | wB97M-V/def2-TZVPD
C -2.98268 0.15367 0.40461
C -1.95265 -0.12055 -0.10844
C 1.23894 -1.24150 0.26669
C 1.55305 0.19985 0.44249
C -0.54211 -0.32494 -0.33272
N 0.07553 -1.45616 -0.11716
N 0.33654 0.80967 -0.00737
H -3.95994 0.35231 0.60630
H 2.04321 -1.87348 0.53216
H 2.09991 0.63427 1.30325
H 2.36138 0.52678 -0.28796
H -0.45934 -0.19799 -2.37794
H -0.27704 1.41523 0.60820
H 0.46522 1.12285 -0.93210
```

- HOMO level (spin up / spin down) (eV) = -13.40 / -14.49
- E_tot (Eh) = -303.71648
- total charge = +1
- Kohn-Sham gap (spin up / spin down) (eV) = 8.04 / 8.73
- E_LUMO (spin up / spin down) (eV) = -5.36 / -5.76

Look up the E_tot of the first one.
-306.28310 Eh